[1]
# C4H10NOS

A cluster of 2 separate species, C4H10NOS in total in a non-equilibrium geometry (ωB97M-V with the def2-TZVPD basis set, the Open Molecules 2025 dataset).

The geometry in ORCA input format:
```
! RIJCOSX wB97M-V def2-TZVPD def2/J DEFGRID3
* xyz 1 1
C 1.02 0.59 -0.43
C -0.03 -0.05 0.41
C 0.03 -1.42 0.95
C -2.50 0.53 -0.61
N 2.51 -0.10 -0.56
O -3.07 1.09 0.42
S 0.75 1.33 1.22
H 0.97 1.19 -1.43
H 1.14 -1.53 1.25
H -0.31 -2.14 0.25
H -0.54 -1.47 1.90
H -2.68 -0.53 -0.72
H -2.22 1.07 -1.43
H 2.30 -1.05 -0.38
H 3.13 0.23 0.15
H 2.88 0.23 -1.42
H -3.38 2.03 0.43
*
```

The value obtained for the HOMO energy (alpha / beta) is -11.4561 / -10.9298 eV. The gap between HOMO and LUMO (alpha / beta) is 8.2 / 6.8 eV. The value obtained for the energy above the lowest of the compared OMol25 structures with the same formula, charge and spin is 131.7 kcal per mole. The value obtained for the lowest unoccupied orbital energy (alpha / beta) is -3.2 / -4.1 eV.

=====

[2]
# C30H27BN11OV

A structure of composition C30H27BN11OV (ωB97M-V with the def2-TZVPD basis set, the Open Molecules 2025 dataset).

The geometry in ORCA input format:
```
! RIJCOSX wB97M-V def2-TZVPD def2/J DEFGRID3
* xyz 3 2
V -0.73 -0.22 -0.32
C 0.41 3.27 -0.79
C -0.77 2.82 -1.59
C -1.21 3.69 -2.59
C -2.29 3.39 -3.38
C -3.00 2.23 -3.10
C -2.56 1.43 -2.07
N -1.43 1.66 -1.35
C -3.36 0.30 -1.59
C -4.64 0.01 -2.00
C -5.33 -1.03 -1.39
C -4.73 -1.73 -0.36
C -3.44 -1.40 0.02
N -2.77 -0.41 -0.60
C -2.73 -2.01 1.14
C -3.27 -3.06 1.84
C -2.60 -3.52 2.97
C -1.45 -2.87 3.34
C -0.92 -1.82 2.58
C 0.34 -1.21 3.10
N -1.55 -1.40 1.45
H 0.89 4.10 -1.30
H 0.07 3.64 0.18
H 1.15 2.50 -0.62
H -0.66 4.61 -2.74
H -2.60 4.05 -4.18
H -3.88 1.97 -3.67
H -5.12 0.60 -2.77
H -6.34 -1.27 -1.70
H -5.27 -2.51 0.15
H -4.19 -3.52 1.53
H -2.99 -4.34 3.55
H -0.92 -3.17 4.24
H 0.66 -1.75 3.98
H 1.16 -1.25 2.39
H 0.18 -0.17 3.39
C 1.67 -3.63 0.33
C 0.48 -3.01 0.02
N 0.66 -1.67 -0.02
N 1.97 -1.43 0.26
C 2.59 -2.59 0.48
B 2.48 0.04 0.20
N 1.56 0.90 1.13
C 1.92 1.74 2.11
C 0.78 2.32 2.65
C -0.27 1.76 1.95
N 0.21 0.90 1.03
N 2.16 0.44 -1.26
C 2.93 0.71 -2.32
C 2.12 0.85 -3.43
C 0.84 0.62 -2.97
N 0.87 0.36 -1.65
N 3.89 0.19 0.61
C 4.78 1.20 0.39
C 5.77 1.10 1.32
C 5.39 0.00 2.13
N 4.26 -0.54 1.71
H 1.86 -4.68 0.43
H -0.48 -3.46 -0.17
H 3.63 -2.60 0.75
H 2.96 1.88 2.35
H 0.72 3.04 3.45
H -1.34 1.91 2.06
H 4.00 0.78 -2.23
H 2.42 1.07 -4.44
H -0.09 0.64 -3.52
H 4.66 1.92 -0.41
H 6.65 1.71 1.42
H 5.90 -0.41 2.98
O -1.10 -2.18 -3.00
C -0.98 -1.52 -2.10
*
```

The value obtained for the HOMO energy (alpha / beta) is -16.5245 / -16.5254 eV. The gap between HOMO and LUMO (alpha / beta) is 4.7 / 5.2 eV. The value obtained for the energy above the lowest of the compared OMol25 structures with the same formula, charge and spin is 1.5 kcal per mole. The value obtained for the lowest unoccupied orbital energy (alpha / beta) is -11.8 / -11.3 eV.

=====

[3]
# C25H34F5FeN4O2SSe2

A structure of composition C25H34F5FeN4O2SSe2 (ωB97M-V with the def2-TZVPD basis set, the Open Molecules 2025 dataset).

The geometry in ORCA input format:
```
! RIJCOSX wB97M-V def2-TZVPD def2/J DEFGRID3
* xyz -2 2
Fe -0.59 0.49 -0.39
O -2.18 3.81 1.59
C -3.32 3.20 2.12
C -3.81 1.88 1.50
C -5.29 1.81 1.96
O -5.94 0.57 1.74
C -3.11 0.65 2.08
Se -1.15 0.71 2.15
C -3.83 1.86 -0.04
Se -2.22 2.05 -1.16
H -1.46 3.15 1.62
H -4.12 3.95 2.02
H -3.20 3.00 3.20
H -5.85 2.62 1.46
H -5.33 1.99 3.04
H -5.61 0.19 0.92
H -3.37 -0.24 1.51
H -3.46 0.49 3.10
H -4.48 2.67 -0.39
H -4.28 0.91 -0.37
S -3.93 -3.12 -0.18
C -2.86 -1.87 -0.26
N -2.10 -0.99 -0.31
C 4.59 -0.08 2.12
N 3.38 -0.32 1.36
C 3.68 -0.07 -0.05
C 2.22 0.44 1.90
C 1.91 1.75 1.22
C 2.67 2.85 1.63
C 2.49 4.11 1.09
C 1.52 4.26 0.11
C 0.75 3.18 -0.29
C 0.90 1.88 0.24
H 5.38 -0.75 1.77
H 4.42 -0.28 3.18
H 4.96 0.96 2.02
H 4.38 -0.84 -0.40
H 4.12 0.92 -0.22
H 2.78 -0.13 -0.66
H 2.43 0.60 2.96
H 1.32 -0.18 1.87
H 3.40 2.71 2.42
H 3.08 4.95 1.43
H 1.34 5.23 -0.33
H -0.01 3.36 -1.03
F 2.05 1.90 -2.33
C 1.27 1.00 -2.97
C 0.18 0.39 -2.37
C -0.48 -0.47 -3.25
F -1.59 -1.13 -2.87
C -0.10 -0.74 -4.55
F -0.79 -1.61 -5.32
C 1.01 -0.11 -5.07
F 1.41 -0.36 -6.34
C 1.70 0.77 -4.28
F 2.78 1.41 -4.78
C -0.01 -4.16 0.86
C 0.70 -3.80 -0.45
C 2.21 -3.90 -0.28
C 0.23 -4.75 -1.55
N 0.38 -2.45 -0.95
N 0.48 -1.42 0.02
H 0.15 -5.21 1.10
H -1.09 -3.99 0.77
H 0.37 -3.57 1.69
H 2.50 -4.92 0.00
H 2.57 -3.23 0.50
H 2.71 -3.64 -1.21
H 0.53 -5.78 -1.32
H 0.67 -4.46 -2.51
H -0.85 -4.72 -1.65
H -0.59 -2.43 -1.27
H 1.45 -1.35 0.28
H -0.07 -1.63 0.87
*
```

The value obtained for the HOMO energy (alpha / beta) is -1.5664 / -1.6772 eV. The gap between HOMO and LUMO (alpha / beta) is 6.0 / 6.1 eV. The value obtained for the lowest unoccupied orbital energy (alpha / beta) is 4.5 / 4.5 eV.

=====

[4]
# C37H82CdN5O7

A structure of composition C37H82CdN5O7 in a non-equilibrium geometry (ωB97M-V with the def2-TZVPD basis set, the Open Molecules 2025 dataset).

The geometry in ORCA input format:
```
! RIJCOSX wB97M-V def2-TZVPD def2/J DEFGRID3
* xyz 1 1
Cd -4.16 -3.31 -0.17
C -1.92 -0.08 -1.02
C -2.84 -1.22 -0.77
O -3.03 -2.13 -1.64
O -3.31 -1.37 0.40
H -1.99 0.29 -2.04
H -0.91 -0.32 -0.70
H -2.19 0.70 -0.30
C 2.35 3.93 -6.04
C 2.40 3.27 -4.68
C 2.26 1.75 -4.73
O 1.02 1.29 -5.19
C -0.06 1.55 -4.32
N 3.67 3.67 -3.98
H 3.19 3.58 -6.66
H 2.44 5.01 -5.99
H 1.46 3.71 -6.62
H 1.63 3.69 -4.03
H 2.49 1.36 -3.72
H 3.01 1.37 -5.44
H -0.18 2.61 -4.08
H 0.06 1.00 -3.37
H -0.96 1.19 -4.81
H 4.36 3.88 -4.71
H 4.13 2.81 -3.65
C -3.99 -5.38 3.71
C -3.53 -4.72 2.43
C -3.30 -5.71 1.31
O -2.84 -4.99 0.15
C -2.13 -5.78 -0.83
N -4.53 -3.65 1.98
H -4.85 -6.01 3.46
H -4.26 -4.65 4.47
H -3.21 -6.00 4.13
H -2.61 -4.14 2.54
H -4.23 -6.26 1.09
H -2.55 -6.46 1.58
H -1.87 -5.07 -1.60
H -2.72 -6.62 -1.20
H -1.25 -6.20 -0.35
H -5.49 -3.90 2.24
H -4.30 -2.85 2.56
C 0.54 6.72 -3.07
C 0.43 6.28 -1.61
C -1.05 6.00 -1.32
C -1.31 5.32 0.02
C -0.59 3.99 0.02
C 0.90 4.09 -0.37
N 1.12 5.01 -1.46
O 2.52 5.12 -1.72
C 1.65 4.49 0.91
C 1.36 2.70 -0.76
C 0.94 7.39 -0.67
H -0.11 6.08 -3.67
H 1.56 6.57 -3.42
H 0.25 7.76 -3.19
H -1.59 6.94 -1.45
H -1.42 5.33 -2.11
H -2.39 5.21 0.10
H -1.01 5.94 0.87
H -1.10 3.34 -0.71
H -0.66 3.46 0.97
H 2.69 4.76 0.69
H 1.16 5.28 1.47
H 1.76 3.63 1.59
H 1.05 2.43 -1.78
H 2.45 2.61 -0.81
H 0.99 1.89 -0.12
H 0.90 7.09 0.37
H 0.36 8.30 -0.79
H 1.99 7.58 -0.92
H 2.62 4.60 -2.53
C 2.74 -4.18 1.13
C 2.15 -3.71 -0.20
C 1.92 -2.20 -0.10
C 1.72 -1.51 -1.46
C 2.91 -1.82 -2.33
C 3.09 -3.31 -2.54
N 3.16 -3.98 -1.23
O 3.30 -5.38 -1.42
C 2.01 -3.91 -3.46
C 4.44 -3.54 -3.24
C 0.81 -4.43 -0.41
H 2.38 -3.62 1.99
H 3.82 -4.08 1.17
H 2.50 -5.24 1.26
H 1.01 -2.05 0.49
H 2.79 -1.77 0.39
H 1.47 -0.45 -1.36
H 0.82 -1.93 -1.93
H 3.80 -1.44 -1.81
H 2.95 -1.32 -3.30
H 2.27 -4.93 -3.72
H 1.02 -3.83 -3.03
H 1.92 -3.31 -4.37
H 5.23 -3.12 -2.61
H 4.58 -4.58 -3.51
H 4.43 -2.92 -4.14
H 0.96 -5.44 -0.80
H 0.24 -3.87 -1.16
H 0.26 -4.44 0.53
H 4.07 -5.59 -0.88
C -2.24 1.29 6.44
C -2.30 0.50 5.14
C -2.35 1.52 3.99
C -2.12 0.91 2.63
C -0.78 0.21 2.61
C -0.60 -0.83 3.75
N -1.09 -0.28 5.00
O -1.05 -1.27 6.02
C -1.22 -2.16 3.35
C 0.93 -1.03 3.87
C -3.61 -0.32 5.10
H -3.09 1.97 6.55
H -1.32 1.87 6.50
H -2.28 0.61 7.29
H -3.31 2.06 4.02
H -1.58 2.27 4.18
H -2.23 1.69 1.87
H -2.92 0.21 2.37
H 0.06 0.90 2.54
H -0.71 -0.40 1.69
H -2.31 -2.09 3.30
H -0.91 -2.54 2.37
H -0.94 -2.97 4.03
H 1.48 -0.76 2.97
H 1.34 -0.40 4.66
H 1.18 -2.06 4.14
H -3.69 -0.93 4.20
H -4.44 0.38 5.14
H -3.73 -0.98 5.96
H -0.19 -1.15 6.43
*
```

The value obtained for the HOMO energy is -9.5378 eV. The gap between HOMO and LUMO is 5.3 eV. The value obtained for the energy above the lowest of the compared OMol25 structures with the same formula, charge and spin is 0.0 kcal per mole. The value obtained for the lowest unoccupied orbital energy is -4.3 eV.

=====

[5]
# H3OPSi

The molecule H3OPSi in a non-equilibrium geometry (ωB97M-V with the def2-TZVPD basis set, the Open Molecules 2025 dataset).

The geometry in ORCA input format:
```
! RIJCOSX wB97M-V def2-TZVPD def2/J DEFGRID3
* xyz 0 3
O -0.86 0.73 0.18
Si 0.64 0.37 -0.47
P -0.99 -0.90 0.37
H 1.92 0.65 0.09
H 0.58 0.06 -1.83
H -1.29 -0.91 1.67
*
```

The value obtained for the HOMO energy (alpha / beta) is -5.3302 / -10.6980 eV. The gap between HOMO and LUMO (alpha / beta) is 5.6 / 8.8 eV. The value obtained for the energy above the lowest of the compared OMol25 structures with the same formula, charge and spin is 38.9 kcal per mole. The value obtained for the lowest unoccupied orbital energy (alpha / beta) is 0.3 / -1.9 eV.